# 1
{"formula": "HO3PS2", "method": "wB97M-V/def2-TZVPD", "e_homo_ev": [-9.27, -9.28], "lumo_energy_ha": [-0.08192, -0.08199], "de_lowest_ev": 3.993, "energy_ev": -37115.1467, "total_charge": 0, "gap_ev": [7.045, 7.047], "symbols": ["O", "O", "O", "P", "S", "S", "H"], "xyz": [[0.9020, 0.5097, 1.2294], [1.1042, 0.6578, -1.1793], [-1.2896, 0.5543, -0.0170], [0.0817, -0.3191, 0.0515], [-0.7715, -2.7524, 0.2434], [2.0538, 1.1576, 0.1357], [-2.0806, 0.1922, -0.4637]], "forces_ev_per_angstrom": [[-0.46, -0.95, -1.66], [-1.22, -1.92, 3.06], [1.09, -0.64, -0.11], [-1.61, 0.35, -0.90], [1.40, 3.21, -0.37], [0.11, 0.23, -0.35], [0.69, -0.29, 0.34]]}

# 2
{"formula": "HO5P", "method": "wB97M-V/def2-TZVPD", "e_homo_ev": 0.83, "lumo_energy_ha": 0.27681, "de_lowest_ev": 0.714, "energy_ev": -19541.0033, "total_charge": -2, "gap_ev": 6.699, "symbols": ["O", "O", "O", "O", "O", "P", "H"], "xyz": [[-2.2260, 0.3635, -1.5103], [-0.9804, 1.0276, 0.6562], [-2.7823, -0.7368, 0.7310], [0.9381, -0.9724, 0.5410], [-0.0256, -1.4570, -0.4257], [-1.7631, 0.0082, -0.1088], [0.4668, -0.0503, 0.8539]], "forces_ev_per_angstrom": [[0.79, -0.37, 0.45], [1.37, 0.41, 0.30], [0.64, -0.30, -0.37], [-0.89, 2.67, 1.22], [-1.70, 1.31, 0.14], [-1.36, -1.12, -0.66], [1.14, -2.59, -1.08]]}

# 3
{"formula": "HgO4S", "method": "wB97M-V/def2-TZVPD", "e_homo_ev": [-18.17, -15.42], "lumo_energy_ha": [-0.31143, -0.36695], "de_lowest_ev": 0.000, "energy_ev": -23185.2321, "total_charge": 1, "gap_ev": [9.695, 5.437], "spin_multiplicity": 2, "symbols": ["Hg", "S", "O", "O", "O", "O"], "xyz": [[22.1819, 7.9237, -13.8740], [18.7009, 8.4516, -14.5359], [18.3656, 7.7673, -15.7474], [20.0784, 8.1464, -14.2003], [18.3853, 9.9370, -14.4996], [17.9543, 7.8465, -13.5215]], "forces_ev_per_angstrom": [[1.60, -0.15, 0.22], [2.36, 1.55, -0.87], [-0.81, -0.22, -2.02], [-0.22, 0.97, -0.31], [0.25, -0.98, -0.14], [-3.19, -1.17, 3.11]]}

# 4
{"formula": "I2O4S2", "method": "wB97M-V/def2-TZVPD", "e_homo_ev": -9.84, "lumo_energy_ha": -0.08520, "de_lowest_ev": 0.306, "energy_ev": -46060.9659, "total_charge": 0, "gap_ev": 7.520, "symbols": ["O", "O", "O", "O", "S", "S", "I", "I"], "xyz": [[-1.5315, -1.1478, -2.6680], [0.4051, -0.7627, -1.2063], [0.6374, 1.3272, 1.3197], [2.6040, 2.3487, 0.2860], [-0.7654, -1.5772, -1.4721], [1.8167, 1.1363, 0.5440], [-0.7856, -1.3242, 2.4688], [-2.3808, -0.0004, 0.7280]], "forces_ev_per_angstrom": [[1.32, -1.25, 2.53], [-0.61, -0.89, 0.07], [-0.38, -0.05, 0.17], [-1.03, -2.06, 0.20], [-0.48, 1.93, -2.96], [1.66, 2.38, -0.43], [-0.57, 0.15, -0.37], [0.09, -0.22, 0.80]]}

# 5
{"formula": "I3OP", "method": "wB97M-V/def2-TZVPD", "e_homo_ev": -9.48, "lumo_energy_ha": -0.06833, "smiles": "O=PI.II", "de_lowest_ev": 0.948, "energy_ev": -35639.0865, "total_charge": 0, "gap_ev": 7.617, "symbols": ["O", "P", "I", "I", "I"], "xyz": [[2.0808, 1.9429, 1.0332], [2.2448, 1.5017, -0.3362], [-3.0268, -1.9097, -1.2977], [-2.8880, -0.6863, 1.0982], [1.5892, -0.8486, -0.4975]], "forces_ev_per_angstrom": [[-0.09, 0.35, 0.87], [0.12, -0.16, -0.82], [0.05, 0.25, 0.48], [0.00, -0.24, -0.48], [-0.08, -0.20, -0.05]]}

# 6
{"formula": "INO3", "method": "wB97M-V/def2-TZVPD", "e_homo_ev": [-9.31, -8.88], "lumo_energy_ha": [-0.02728, -0.07139], "de_lowest_ev": 1.889, "energy_ev": -15726.3142, "total_charge": 0, "gap_ev": [8.565, 6.942], "symbols": ["N", "O", "O", "O", "I"], "xyz": [[-0.9831, -0.2571, -0.0088], [-0.5058, -1.2566, 0.0461], [-1.9033, 0.4047, 0.0610], [0.8860, 1.0833, -0.0226], [2.5062, 0.0257, -0.0757]], "forces_ev_per_angstrom": [[2.78, 5.48, -0.62], [1.33, -6.32, 0.40], [-3.22, 1.07, 0.26], [-0.09, -0.62, -0.05], [-0.79, 0.39, 0.01]]}

# 7
{"formula": "IO2S2", "method": "wB97M-V/def2-TZVPD", "e_homo_ev": [-3.45, -5.01], "lumo_energy_ha": [0.12113, 0.06724], "energy_ev": -33866.2477, "total_charge": -1, "gap_ev": [6.749, 6.835], "spin_multiplicity": 3, "symbols": ["O", "O", "S", "S", "I"], "xyz": [[-0.0091, 0.7229, -1.2043], [0.2781, 0.3040, 1.2444], [0.5131, -2.4147, 0.0699], [-0.2501, -0.1204, -0.0676], [-2.8028, 0.0263, -0.0069]], "forces_ev_per_angstrom": [[0.97, 0.41, -0.53], [-0.33, -0.14, -1.44], [0.31, -0.24, -0.16], [0.47, -0.06, 1.91], [-1.42, 0.03, 0.22]]}

# 8
{"formula": "IO4V2", "method": "wB97M-V/def2-TZVPD", "e_homo_ev": -12.47, "lumo_energy_ha": -0.29877, "de_lowest_ev": 1.810, "energy_ev": -67654.9919, "total_charge": 1, "gap_ev": 4.339, "symbols": ["O", "V", "O", "O", "V", "O", "I"], "xyz": [[10.1166, 7.7695, -9.8819], [9.0266, 6.6535, -10.0126], [9.7534, 5.3200, -10.1666], [12.4288, 9.6601, -8.9178], [13.1224, 8.8792, -10.1082], [13.0126, 7.3178, -9.8569], [12.1061, 9.9257, -12.3739]], "forces_ev_per_angstrom": [[-1.21, -1.38, -0.14], [0.89, 1.61, 0.14], [0.31, -0.17, -0.01], [0.71, -0.97, -0.95], [-1.18, 0.45, 0.12], [-0.02, 1.17, -0.23], [0.50, -0.72, 1.07]]}

# 9
{"formula": "IY", "method": "wB97M-V/def2-TZVPD", "e_homo_ev": -19.05, "lumo_energy_ha": -0.44854, "de_lowest_ev": 0.522, "energy_ev": -9122.9243, "total_charge": 2, "gap_ev": 6.848, "symbols": ["Y", "I"], "xyz": [[-0.4484, 1.3602, -0.2156], [0.4484, -1.3602, 0.2156]], "forces_ev_per_angstrom": [[0.94, -2.86, 0.45], [-0.94, 2.86, -0.45]]}

# 10
{"formula": "InO8P2", "method": "wB97M-V/def2-TZVPD", "e_homo_ev": 2.76, "lumo_energy_ha": 0.22688, "de_lowest_ev": 2.246, "energy_ev": -40127.6651, "total_charge": -3, "gap_ev": 3.412, "symbols": ["In", "P", "O", "O", "O", "O", "P", "O", "O", "O", "O"], "xyz": [[-1.7038, -0.2802, 0.9557], [-0.2001, -1.8705, -1.7604], [-1.5580, -1.0940, -1.7653], [0.4690, -1.5942, -0.3598], [0.7833, -1.2350, -2.8221], [-0.3703, -3.3629, -2.0306], [0.5556, 1.9973, 1.5844], [-0.9343, 2.3798, 1.9882], [0.8204, 0.5570, 2.1600], [1.8435, 2.8991, 1.9760], [0.2947, 1.6035, 0.0738]], "forces_ev_per_angstrom": [[1.87, 0.46, -1.02], [-0.07, 1.07, -1.17], [0.27, -0.26, 0.64], [-0.32, 0.10, -0.14], [-0.70, -0.47, 1.17], [0.03, -0.08, 0.33], [0.93, -0.06, 1.27], [1.72, 0.41, 0.15], [-0.57, 0.17, -0.16], [-3.70, -1.33, -1.25], [0.54, -0.01, 0.18]]}

# 11
{"formula": "KO4S", "method": "wB97M-V/def2-TZVPD", "e_homo_ev": -3.49, "lumo_energy_ha": 0.07864, "de_lowest_ev": 2.598, "energy_ev": -35349.7800, "total_charge": -1, "gap_ev": 5.634, "symbols": ["K", "S", "O", "O", "O", "O"], "xyz": [[0.5621, 1.6272, -1.0424], [-0.1472, -0.3147, 0.2048], [0.8749, -0.8152, 1.1014], [0.4562, -0.3791, -1.1027], [-1.2910, -1.2216, 0.3280], [-0.4551, 1.1034, 0.5108]], "forces_ev_per_angstrom": [[4.55, 8.53, -6.52], [-1.46, -5.76, 4.80], [1.48, 0.44, 1.66], [0.12, -3.17, -3.72], [-1.02, 0.97, -0.69], [-3.67, -1.02, 4.47]]}

# 12
{"formula": "Li2N3O9", "method": "wB97M-V/def2-TZVPD", "e_homo_ev": -4.54, "lumo_energy_ha": -0.01841, "energy_ev": -23298.4696, "total_charge": -1, "gap_ev": 4.043, "symbols": ["Li", "Li", "N", "O", "O", "O", "N", "O", "O", "O", "N", "O", "O", "O"], "xyz": [[0.3566, 0.8777, 1.0601], [2.4476, 2.3275, -0.8536], [1.5228, -0.5553, -1.3242], [2.0755, 0.4324, -1.7817], [2.0085, -1.6326, -1.7035], [0.7119, -0.5038, -0.4670], [-1.3872, 1.2817, -1.8740], [-1.8107, 0.6739, -0.9581], [-1.6139, 2.4405, -2.0587], [-0.7477, 0.7172, -2.7331], [-0.8595, -1.5109, 3.1823], [-0.5107, -1.0795, 2.0313], [-1.1030, -0.8058, 4.1205], [-1.0900, -2.6630, 3.3596]], "forces_ev_per_angstrom": [[-1.50, -2.23, -0.22], [-0.46, -1.40, -1.24], [3.31, -4.28, -1.26], [1.64, 5.57, -0.53], [-0.98, -0.33, -0.17], [-2.86, 1.18, 3.33], [0.94, -0.72, -3.00], [-1.87, -2.17, 5.06], [-1.04, 5.51, 0.49], [2.25, -2.16, -2.35], [-0.78, 0.25, -1.28], [0.83, 0.97, 0.15], [0.34, 4.34, 2.09], [0.18, -4.53, -1.07]]}

# 13
{"formula": "LiN2O14S2Sr3", "method": "wB97M-V/def2-TZVPD", "e_homo_ev": -8.98, "lumo_energy_ha": -0.19562, "energy_ev": -56020.2583, "total_charge": 1, "gap_ev": 3.661, "symbols": ["Sr", "Sr", "Sr", "Li", "N", "O", "O", "O", "N", "O", "O", "O", "S", "O", "O", "O", "O", "S", "O", "O", "O", "O"], "xyz": [[-2.8396, -0.0703, -0.5481], [0.2402, -1.5947, 2.3462], [2.9140, 0.4139, -1.3765], [-0.5593, 2.6236, -1.7819], [-1.3236, -0.2861, -3.3046], [-1.1898, -0.9836, -2.2461], [-1.8662, 0.8764, -3.1726], [-0.8186, -0.6295, -4.3455], [2.3436, -2.4603, -1.9126], [1.7843, -2.2929, -3.0130], [1.9318, -1.6757, -0.9617], [3.3724, -3.0981, -1.7605], [-0.1181, 1.0812, 0.2368], [0.6993, 1.0027, -1.0177], [-0.6589, -0.2921, 0.4060], [0.6127, 1.4633, 1.4200], [-1.3599, 1.8524, -0.0738], [-0.6402, 0.8630, 4.2035], [-1.3611, -0.2046, 3.4601], [-0.9328, 0.6451, 5.6262], [0.7989, 0.5491, 3.9628], [-1.0291, 2.2169, 3.8529]], "forces_ev_per_angstrom": [[0.51, 0.25, -0.63], [-0.38, 2.38, 1.89], [-0.34, -0.88, 0.00], [-0.55, -0.66, -0.01], [1.69, 0.39, -0.12], [-1.27, 0.02, -0.06], [-0.37, -0.22, 0.72], [-0.69, 0.17, 0.45], [0.85, 1.04, -2.52], [0.35, -0.57, 1.03], [-0.05, 0.43, 1.52], [-0.62, -0.35, 0.41], [-0.42, -0.66, 2.86], [0.46, 1.76, -0.91], [-0.12, -1.72, 0.35], [0.09, 0.12, -2.11], [0.51, 1.11, -1.08], [0.06, 1.84, 5.38], [-1.25, -2.55, -3.23], [0.21, -0.31, -0.73], [1.17, -1.18, -1.59], [0.16, -0.39, -1.61]]}

# 14
{"formula": "N2", "method": "wB97M-V/def2-TZVPD", "e_homo_ev": -12.36, "lumo_energy_ha": -0.08297, "smiles": "N#N", "de_lowest_ev": 7.927, "energy_ev": -2973.1512, "total_charge": 0, "gap_ev": 10.098, "symbols": ["N", "N"], "xyz": [[0.0000, 0.0000, 0.8117], [0.0000, 0.0000, -0.8117]], "forces_ev_per_angstrom": [[0.00, 0.00, -16.59], [0.00, 0.00, 16.59]]}

# 15
{"formula": "N2O4", "method": "wB97M-V/def2-TZVPD", "e_homo_ev": [-11.48, -11.48], "lumo_energy_ha": [-0.05826, -0.05828], "de_lowest_ev": 0.738, "energy_ev": -11162.6449, "total_charge": 0, "gap_ev": [9.891, 9.890], "symbols": ["N", "N", "O", "O", "O", "O"], "xyz": [[-0.9144, -0.0630, 0.0170], [0.8579, 0.1137, 0.0839], [-1.3473, -1.1317, -0.0862], [-1.4118, 0.9862, 0.0313], [1.4776, -1.0871, 0.0112], [1.3379, 1.1819, -0.0572]], "forces_ev_per_angstrom": [[0.45, 0.68, 0.02], [3.87, -5.64, -1.52], [0.55, -1.83, 0.03], [-0.29, 1.95, 0.14], [-3.28, 5.74, 0.71], [-1.30, -0.90, 0.61]]}

# 16
{"formula": "N2O5S", "method": "wB97M-V/def2-TZVPD", "e_homo_ev": -10.80, "lumo_energy_ha": -0.05254, "de_lowest_ev": 0.723, "energy_ev": -24045.1312, "total_charge": 0, "gap_ev": 9.366, "symbols": ["N", "N", "O", "O", "O", "O", "O", "S"], "xyz": [[1.3748, -0.0900, -0.2271], [-1.1427, 0.6468, 0.4623], [1.4842, 1.0749, -0.1266], [-1.1192, 1.8063, 0.2446], [1.9587, -1.0224, 0.1632], [-1.6599, -0.0129, 1.2766], [-0.5943, -1.9232, -0.7526], [-0.3015, -0.4794, -1.0404]], "forces_ev_per_angstrom": [[-2.62, -0.81, -0.48], [0.67, -0.81, -1.97], [1.52, 2.07, 0.18], [-0.10, 0.97, 0.12], [1.62, -1.13, 0.63], [-0.66, -0.75, 1.41], [0.66, 3.34, -0.45], [-1.07, -2.88, 0.57]]}

# 17
{"formula": "N3O9Tl", "method": "wB97M-V/def2-TZVPD", "e_homo_ev": -8.58, "lumo_energy_ha": -0.24468, "de_lowest_ev": 3.188, "energy_ev": -27570.7121, "total_charge": 0, "gap_ev": 1.918, "symbols": ["Tl", "N", "O", "O", "O", "N", "O", "O", "O", "N", "O", "O", "O"], "xyz": [[0.5846, 10.1981, -19.0715], [5.4894, 10.2134, -21.3445], [6.3846, 10.4340, -20.5685], [4.4087, 10.7895, -21.2628], [5.4407, 9.3473, -22.2033], [-1.4791, 4.8818, -17.7155], [-0.9920, 3.8664, -18.1713], [-2.5035, 4.8690, -17.0536], [-0.9801, 5.9577, -17.9890], [4.4268, 6.2869, -18.4011], [3.8429, 5.2210, -18.4772], [5.5207, 6.3959, -18.9339], [3.7770, 7.2873, -17.9700]], "forces_ev_per_angstrom": [[0.25, -0.29, -0.02], [-1.17, -0.69, 0.48], [0.90, -0.02, -0.15], [-1.62, 1.94, 0.84], [1.68, -1.34, -0.98], [-0.92, -0.29, -0.28], [0.50, -1.01, -0.12], [-0.61, -0.33, 0.69], [1.16, 1.85, -0.36], [-1.28, 1.09, -1.50], [-0.30, -0.68, 0.69], [0.29, 0.56, 0.73], [1.12, -0.78, -0.02]]}

# 18
{"formula": "N4", "method": "wB97M-V/def2-TZVPD", "e_homo_ev": [-5.65, -14.03], "lumo_energy_ha": [0.00590, -0.27872], "de_lowest_ev": 0.000, "energy_ev": -5953.1107, "total_charge": 0, "gap_ev": [5.813, 6.448], "spin_multiplicity": 3, "symbols": ["N", "N", "N", "N"], "xyz": [[1.0971, -0.2594, 0.8195], [0.3508, -0.5015, 1.5862], [-0.2408, 0.5033, -1.4328], [-1.2071, 0.2576, -0.9729]], "forces_ev_per_angstrom": [[4.63, 1.90, -5.82], [-5.39, -1.33, 4.10], [7.02, 1.16, -1.76], [-6.26, -1.73, 3.48]]}

# 19
{"formula": "N4O12Rb", "method": "wB97M-V/def2-TZVPD", "e_homo_ev": 2.91, "lumo_energy_ha": 0.24579, "de_lowest_ev": 19.782, "energy_ev": -31152.6753, "total_charge": -3, "gap_ev": 3.776, "symbols": ["Rb", "N", "O", "O", "O", "N", "O", "O", "O", "N", "O", "O", "O", "N", "O", "O", "O"], "xyz": [[-13.8371, -19.7488, -0.5723], [-12.4294, -19.6349, -2.9752], [-13.2498, -18.8914, -3.6610], [-12.7133, -20.2827, -1.9878], [-11.1955, -19.5757, -3.2746], [-14.7313, -22.0272, -0.9857], [-14.6926, -21.5047, 0.1230], [-14.5497, -21.3500, -1.9202], [-15.0704, -23.2261, -1.0505], [-12.2997, -17.3243, -1.2159], [-12.1731, -17.1343, -2.4099], [-12.9809, -18.1826, -0.7674], [-11.3645, -16.8512, -0.4874], [-14.0110, -19.1603, 2.0907], [-15.0345, -19.3323, 2.6744], [-14.1186, -18.6669, 0.9224], [-12.9439, -19.4037, 2.7004]], "forces_ev_per_angstrom": [[-9.51, -10.35, 0.85], [2.33, 2.00, -2.83], [0.31, -3.05, 1.15], [7.15, -3.24, -9.77], [-0.14, 0.06, -0.72], [-2.42, -2.77, 2.76], [-2.90, -6.00, 4.86], [-2.02, -1.61, -6.67], [0.14, -1.93, -0.77], [7.24, 2.60, -0.67], [-1.17, 2.05, -1.63], [4.48, 13.16, -1.98], [-0.11, 1.12, 1.10], [0.74, 3.15, -1.51], [-4.66, -1.49, 2.84], [-0.90, 6.56, 14.07], [1.43, -0.27, -1.09]]}

# 20
{"formula": "NO3S2", "method": "wB97M-V/def2-TZVPD", "e_homo_ev": -4.04, "lumo_energy_ha": 0.11373, "de_lowest_ev": 0.459, "energy_ev": -29303.1901, "total_charge": -1, "gap_ev": 7.139, "symbols": ["N", "O", "O", "O", "S", "S"], "xyz": [[-0.3157, -3.2658, 0.6768], [1.3057, 1.7290, 0.1228], [-0.4001, -0.6246, 0.3038], [-0.6133, 2.3161, -1.1857], [0.1226, -2.0524, -0.0297], [-0.0991, 1.8977, 0.1120]], "forces_ev_per_angstrom": [[0.13, 0.87, -0.30], [1.47, 0.05, 0.56], [0.29, -1.39, -0.21], [-0.17, -0.27, 1.12], [-0.60, 0.86, 0.50], [-1.12, -0.13, -1.67]]}